# 1
{
  "formula": "C42H41FN3O8",
  "method": "ωB97M-V/def2-TZVPD",
  "total_energy_ev": -67785.7949,
  "spin_multiplicity": 2,
  "homo_lumo_gap_ev": [7.872, 8.699],
  "relative_energy_kj_mol": 137.8,
  "e_lumo_ha": [-0.0399, -0.0399],
  "max_force_ev_per_a": 4.814,
  "elements": ["H", "N", "N", "C", "C", "H", "H", "H", "C", "H", "H", "C", "C", "H", "C", "H", "H", "C", "C", "O", "H", "H", "C", "C", "F", "H", "H", "C", "C", "H", "H", "C", "H", "C", "C", "C", "H", "C", "H", "C", "H", "H", "H", "H", "C", "H", "H", "H", "C", "C", "H", "C", "O", "C", "N", "H", "H", "H", "C", "O", "C", "C", "C", "O", "C", "C", "H", "O", "H", "O", "C", "C", "C", "C", "C", "H", "C", "O", "H", "H", "C", "H", "C", "C", "O", "H", "H", "C", "C", "H", "H", "C", "C", "H", "H"],
  "xyz": [[1.025, -12.179, 3.657], [-0.537, 4.048, 0.076], [3.015, 8.201, -3.068], [-7.056, -1.059, -1.331], [-1.618, -10.705, 2.141], [4.228, 7.759, -0.987], [2.124, 4.109, -0.943], [3.110, 2.018, -1.309], [0.967, 6.072, 0.305], [4.615, 6.417, 1.943], [-1.145, -12.741, 2.630], [-4.586, -0.429, -0.226], [-6.219, -2.073, -0.894], [4.766, 1.879, -0.508], [4.252, 3.912, -1.158], [-5.332, -11.311, 0.364], [7.258, 6.275, -0.473], [-3.792, -9.965, 1.016], [-0.490, 5.527, 0.205], [-2.890, 1.078, 0.398], [-6.134, -7.141, -0.187], [5.875, 7.544, 1.275], [0.035, -9.064, 2.768], [-3.392, -8.631, 1.122], [1.237, 8.834, -4.430], [-8.018, -1.303, -1.765], [-5.129, 1.620, -0.569], [2.574, 8.580, -4.353], [2.902, 4.583, -1.566], [2.366, 8.622, -2.403], [4.505, 2.965, -3.066], [3.864, 6.821, -0.537], [0.368, -8.035, 2.807], [-6.665, 0.271, -1.208], [5.086, 3.674, -2.447], [-0.795, -3.194, 1.901], [-2.341, -4.543, 1.291], [-4.113, -2.858, 0.165], [5.194, 4.571, -3.077], [0.405, -11.395, 3.242], [-0.970, 5.782, 1.164], [0.658, 6.377, -1.838], [1.792, -9.827, 3.727], [-3.942, -6.580, 0.779], [-2.394, -1.173, 0.861], [-0.828, 0.166, 1.464], [-6.826, -9.508, -0.411], [1.455, 7.846, 1.075], [2.849, 6.126, -1.516], [-2.014, -3.510, 1.325], [-1.038, 6.042, -0.604], [6.332, 6.483, -1.033], [3.211, 8.727, -5.278], [-2.917, -11.060, 1.510], [4.967, 4.554, -0.039], [1.389, 7.730, -0.988], [6.304, 5.895, 1.746], [-6.527, -3.106, -0.987], [-5.432, 0.585, -0.661], [-3.257, -12.222, 1.407], [5.139, 6.013, -0.144], [-5.864, -9.263, 0.021], [-0.815, -11.711, 2.667], [0.943, 7.070, 1.337], [-0.365, -1.871, 1.943], [-1.198, -9.375, 2.205], [-0.792, 3.859, -0.893], [-1.696, -7.124, 1.744], [3.379, 7.138, 0.403], [-4.456, -4.019, 0.060], [3.088, 6.765, -2.909], [5.507, 6.505, 1.299], [3.857, 2.478, -0.650], [-4.240, -7.617, 0.689], [1.422, 6.625, -1.081], [6.051, 3.180, -2.262], [0.834, -10.071, 3.285], [6.123, 3.997, 0.127], [2.692, 4.224, -2.587], [-7.325, 1.063, -1.541], [-5.474, -7.933, 0.145], [3.426, 2.630, 0.358], [-1.162, -0.862, 1.425], [-5.025, -10.277, 0.456], [3.372, 6.139, -3.857], [-0.177, -3.979, 2.318], [6.385, 6.012, -2.024], [-2.815, -2.504, 0.797], [-2.064, -8.281, 1.692], [0.593, -1.626, 2.387], [6.322, 7.573, -1.204], [-3.258, -0.080, 0.346], [-4.986, -1.762, -0.332], [-1.359, 3.749, 0.599], [1.606, 5.255, 0.680]],
  "mulliken_spin": [0.0000, 0.0000, -0.0002, 0.0000, 0.0000, -0.0019, 0.0041, 0.0002, -0.0035, -0.0058, 0.0000, 0.0000, 0.0000, 0.0001, 0.0526, 0.0000, -0.0039, 0.0000, 0.0003, 0.0000, 0.0000, -0.0006, 0.0000, 0.0000, 0.0000, 0.0000, 0.0000, 0.0000, 0.0063, 0.0002, -0.0015, 0.0047, 0.0000, 0.0000, 0.0228, 0.0000, 0.0000, 0.0000, -0.0043, 0.0000, 0.0002, 0.0001, 0.0000, 0.0000, 0.0000, 0.0000, 0.0000, 0.0001, -0.0090, 0.0000, 0.0000, 0.0181, 0.0000, 0.0000, 0.2927, -0.0007, 0.0020, 0.0000, 0.0000, 0.0000, 0.0324, 0.0000, 0.0000, -0.0001, 0.0000, 0.0000, 0.0001, 0.0000, -0.0039, 0.0000, -0.0008, 0.0032, 0.0008, 0.0000, -0.0070, -0.0036, 0.0000, 0.5986, -0.0017, 0.0000, 0.0000, -0.0053, 0.0000, 0.0000, 0.0000, 0.0000, 0.0042, 0.0000, 0.0000, 0.0000, 0.0009, 0.0000, 0.0000, -0.0001, 0.0093]
}

***

# 2
{
  "formula": "C42H41FO12",
  "method": "ωB97M-V/def2-TZVPD",
  "total_charge": 1,
  "total_energy_ev": -71496.3437,
  "spin_multiplicity": 2,
  "homo_lumo_gap_ev": [6.107, 2.666],
  "e_lumo_ha": [-0.1209, -0.2474],
  "max_force_ev_per_a": 3.830,
  "elements": ["H", "H", "H", "H", "C", "C", "H", "H", "O", "C", "C", "C", "H", "O", "C", "H", "C", "C", "O", "O", "C", "H", "H", "H", "C", "H", "C", "H", "C", "H", "H", "H", "H", "F", "H", "H", "H", "H", "H", "C", "O", "H", "C", "C", "C", "H", "H", "O", "H", "C", "C", "C", "H", "O", "C", "H", "C", "C", "H", "C", "C", "C", "H", "C", "O", "C", "C", "O", "H", "C", "C", "H", "C", "C", "H", "C", "C", "H", "C", "H", "C", "H", "C", "H", "H", "C", "H", "C", "H", "H", "C", "O", "C", "C", "O", "O"],
  "xyz": [[-0.117, -4.680, -1.620], [4.430, 2.314, -2.473], [3.201, -5.309, -0.980], [1.905, 0.000, 1.085], [-2.631, 0.696, 0.782], [-1.422, 0.148, 1.129], [2.906, 0.100, 3.856], [-4.037, -5.109, -6.890], [3.785, 1.612, 1.957], [-2.491, -2.291, -5.858], [2.560, -2.484, -3.313], [2.134, 0.315, -1.060], [4.260, -3.296, 1.330], [4.782, -0.933, 2.141], [-2.373, 2.596, 6.720], [-2.151, 5.165, 3.215], [2.427, -3.534, 2.342], [-3.768, -4.283, -6.249], [-1.514, -1.420, -6.269], [-2.704, 0.249, 6.399], [3.585, -2.858, 2.051], [-2.734, 1.757, 0.956], [1.521, 7.548, 0.162], [-0.885, -2.925, -3.004], [-2.463, 1.460, 5.903], [3.254, 4.525, 0.500], [-4.334, -4.119, -5.009], [1.313, -0.354, -1.271], [0.980, 4.197, 0.290], [-2.364, -0.331, 5.714], [-2.102, 4.669, 6.896], [-4.509, -2.921, -3.249], [4.622, 0.010, 2.059], [-0.510, 0.863, 1.716], [-1.891, 3.028, 2.862], [4.441, 2.306, 2.055], [-2.283, -3.561, -7.614], [-4.388, 0.357, -0.586], [-0.181, -1.528, 1.127], [-2.110, 2.835, 3.902], [0.298, -3.559, 3.495], [-2.533, 2.413, 7.772], [-3.028, -2.133, -4.580], [-2.375, 1.567, 4.496], [-0.332, 4.201, 0.699], [0.888, -1.137, 4.316], [-2.456, 0.641, 3.946], [2.259, -5.157, -0.871], [-2.619, 6.302, 1.312], [-2.120, 3.860, 6.181], [2.969, -3.477, -2.386], [-1.140, -1.144, 0.812], [-4.065, -1.942, -0.707], [-2.276, 5.412, 1.418], [2.778, -0.897, 3.461], [0.272, -4.424, 3.080], [1.477, -2.894, 3.213], [1.649, -1.618, 3.720], [2.278, -4.532, 1.959], [0.979, 6.626, 0.310], [1.163, -2.234, -3.539], [-0.398, 6.646, 0.468], [-5.438, -5.783, -5.062], [-2.044, -1.893, 0.088], [-1.793, 5.158, 4.105], [-2.025, 3.956, 4.776], [-3.220, -1.346, -0.397], [-5.249, -5.018, -4.512], [4.916, 2.908, -0.239], [-2.821, -3.375, -6.696], [-3.514, -0.026, -0.080], [1.524, 3.269, 0.187], [0.188, -2.984, -2.904], [1.675, 5.423, 0.291], [4.044, -3.564, -2.328], [4.176, 2.133, -0.375], [3.692, -1.573, 2.598], [3.370, -2.006, -3.843], [2.424, 0.529, 0.299], [-0.105, -1.324, -4.706], [1.997, -4.230, -1.759], [-2.763, -1.367, -3.866], [3.461, 1.447, 0.644], [-0.928, 7.558, 0.703], [-0.842, 3.249, 0.728], [-3.990, -3.050, -4.187], [1.841, 0.094, -3.662], [0.652, -4.061, -2.058], [-1.859, -2.922, -0.182], [-1.351, -1.470, -7.214], [2.862, 0.947, -2.084], [3.002, 5.393, 0.176], [-1.001, 5.427, 0.837], [3.857, 1.836, -1.692], [2.647, 0.572, -3.456], [0.805, -1.244, -4.411]],
  "mulliken_spin": [-0.0001, 0.0001, -0.0001, -0.0222, -0.0004, 0.0043, 0.0009, 0.0000, 0.0002, 0.0000, 0.0002, 0.0010, 0.0006, 0.1534, 0.0000, 0.0000, -0.0020, 0.0000, 0.0000, 0.0000, 0.0788, -0.0001, 0.0000, 0.0001, 0.0000, -0.0001, 0.0000, -0.0002, 0.0006, 0.0000, 0.0000, 0.0000, -0.0028, 0.0002, 0.0000, 0.0002, 0.0000, 0.0000, -0.0097, 0.0000, 0.1302, 0.0000, 0.0000, 0.0001, -0.0002, 0.0007, 0.0000, -0.0002, 0.0000, 0.0000, -0.0006, 0.0029, 0.0000, 0.0000, 0.1000, -0.0063, 0.2670, 0.0202, 0.0043, 0.0000, 0.0001, 0.0000, 0.0000, 0.0063, 0.0000, 0.0000, 0.0002, 0.0000, -0.0001, 0.0000, 0.0001, -0.0008, -0.0003, 0.0001, 0.0000, -0.0011, 0.2412, 0.0000, 0.0450, 0.0000, 0.0004, 0.0000, -0.0121, 0.0000, 0.0001, 0.0000, 0.0000, 0.0006, -0.0001, 0.0000, -0.0012, 0.0000, 0.0000, 0.0007, 0.0001, 0.0000]
}